1.
C33H52N6O7P2Sn | the ωB97M-V functional and the def2-TZVPD basis

For the LUMO energy, the calculation gives 0.0168 Ha. For the highest occupied orbital energy, the calculation gives -8.2 eV. As for the total charge: 0. The value obtained for the orbital gap is 8.6 eV. For the electronic energy, the calculation gives -3041.02622 a.u.

Positions of all 101 atoms, in Å:
Sn (-2.0575, 2.9752, 0.1685)
C (-0.1153, 0.6824, 4.6985)
C (-0.8016, 0.3456, 3.3856)
C (-2.2681, 0.6138, 3.4174)
O (-0.5579, -1.1189, 3.1675)
P (0.4574, -1.7083, 2.1403)
O (1.4662, -0.7630, 1.6824)
C (0.1162, -3.2691, -0.3253)
P (-0.8863, -0.4119, -1.2964)
O (-1.1137, 1.0765, -1.1985)
O (0.2659, -0.8996, -2.2530)
C (1.6407, -0.3854, -2.1580)
C (1.6453, 0.9191, -2.9134)
C (2.6672, -1.3502, -2.6957)
O (-2.0910, -1.1152, -2.0496)
C (-2.7930, -0.4052, -3.1555)
C (-1.8064, 0.2527, -4.0795)
C (-3.9527, 0.3429, -2.4990)
O (0.9705, -3.1366, 2.6901)
C (1.7732, -3.2864, 3.9515)
C (0.8769, -3.1720, 5.1744)
C (2.9410, -2.3863, 3.9654)
H (-0.2230, 1.7682, 4.9138)
H (0.9320, 0.4639, 4.5550)
H (-0.5026, 0.0918, 5.5090)
H (-0.3111, 0.8361, 2.5669)
H (-2.6911, 0.1220, 4.3117)
H (-2.7981, 0.2558, 2.4717)
H (-2.3989, 1.6576, 3.6035)
H (-0.5503, -3.3158, -1.0830)
H (0.9743, -2.6849, -0.7043)
H (1.8839, -0.1800, -1.0674)
H (1.5168, 0.7708, -3.9853)
H (2.5598, 1.5016, -2.6882)
H (0.7793, 1.5532, -2.7189)
H (2.3158, -1.5886, -3.6937)
H (2.6324, -2.2497, -2.1238)
H (3.7082, -1.0106, -2.6712)
H (-3.3495, -1.2201, -3.7266)
H (-1.1279, 0.8958, -3.5692)
H (-2.3876, 0.7926, -4.7633)
H (-1.1409, -0.4859, -4.5872)
H (-3.5908, 1.0307, -1.7236)
H (-4.6324, -0.4102, -2.1252)
H (-4.4697, 0.9805, -3.2721)
H (2.0878, -4.3388, 3.8649)
H (0.4639, -2.1602, 5.2826)
H (1.4795, -3.4338, 6.0636)
H (-0.1285, -3.7414, 5.2004)
H (2.7340, -1.2747, 4.1306)
H (3.4051, -2.5283, 2.9460)
H (3.6375, -2.7193, 4.7800)
C (1.2824, 3.1127, 0.3241)
N (0.0763, 3.3652, -0.5263)
C (0.1186, 3.7002, -1.7344)
C (-1.0637, 3.8439, -2.5101)
C (-1.4007, 4.2527, -3.7930)
C (-2.7999, 4.1050, -3.9449)
C (-3.2831, 3.7721, -2.6988)
N (-2.2798, 3.6219, -1.8559)
C (2.6576, 3.3524, -0.3368)
C (3.4813, 2.2389, -0.5525)
C (4.7389, 2.3420, -1.0959)
C (5.2698, 3.6396, -1.2740)
C (4.4447, 4.7084, -1.0155)
C (3.1479, 4.5778, -0.5468)
H (1.2309, 1.9808, 0.6940)
H (1.2537, 3.7524, 1.1873)
H (1.0649, 3.8938, -2.2085)
H (-0.6594, 4.4926, -4.5754)
H (-3.4296, 4.3027, -4.7680)
H (-4.3350, 3.6345, -2.3938)
H (2.9686, 1.3137, -0.3779)
H (5.4681, 1.5530, -1.3160)
H (6.2699, 3.8989, -1.7501)
H (4.7989, 5.7429, -1.1947)
H (2.4932, 5.4494, -0.4291)
N (-1.9474, 4.9627, 1.0871)
C (-1.0929, 5.7891, 1.1954)
N (-0.2690, 6.7722, 1.3255)
C (0.9888, 6.5346, 1.8186)
N (2.0481, 6.3563, 2.1654)
O (-0.8396, -1.1135, 0.0697)
C (-0.5710, -2.3539, 0.7223)
C (-1.8895, -3.0413, 1.2189)
C (-2.7327, -3.6053, 0.0735)
C (-2.8034, -5.1711, 0.0231)
C (-1.4937, -5.8155, -0.5189)
C (-0.2000, -5.6730, 0.3409)
N (0.6233, -4.5472, 0.0671)
H (-2.4861, -2.3308, 1.7970)
H (-1.4298, -3.7617, 1.8617)
H (-2.4154, -3.2425, -0.9393)
H (-3.8128, -3.3428, 0.2389)
H (-3.6862, -5.4867, -0.4732)
H (-2.9545, -5.4722, 1.0271)
H (-1.2848, -5.4311, -1.5084)
H (-1.6638, -6.8469, -0.7174)
H (0.3694, -6.6779, 0.1344)
H (-0.4927, -5.8188, 1.3700)
H (1.3364, -4.5083, 0.7991)

2.
C3H6N2O3 | the ωB97M-V functional and the def2-TZVPD basis

For the LUMO energy, the calculation gives 0.0096 Ha. For the highest occupied orbital energy, the calculation gives -8.7 eV. The value obtained for the relative energy (zero: lowest compared OMol25 entry of this formula, charge and spin) is 204.2 kcal per mole. As for the total charge: 0. The value obtained for the orbital gap is 8.9 eV. For the electronic energy, the calculation gives -452.87567 a.u. Its SMILES is C=CN(O)C(=O)NO.

Positions of all 14 atoms, in Å:
C (2.3219, -0.1093, -0.3135)
C (1.2105, 0.7654, -0.4215)
N (0.0974, 0.1295, -0.0726)
O (0.4364, -1.0669, 0.3995)
C (-1.1747, 0.7495, -0.0010)
O (-1.3725, 2.0140, 0.1103)
N (-2.2581, -0.0489, -0.0950)
O (-2.0539, -1.4325, -0.4852)
H (3.3262, 0.2988, -0.3513)
H (1.9788, -1.1506, 0.0138)
H (1.3072, 1.9884, -0.2568)
H (0.7462, -0.8978, 1.2432)
H (-3.2760, 0.5165, -0.1357)
H (-1.2895, -1.7562, 0.3657)

3.
C25H49N7O3 | the ωB97M-V functional and the def2-TZVPD basis

For the LUMO energy, the calculation gives 0.0114 Ha. For the highest occupied orbital energy, the calculation gives -9.1 eV. The value obtained for the relative energy (zero: lowest compared OMol25 entry of this formula, charge and spin) is 8.3 kcal per mole. As for the total charge: 0. The value obtained for the orbital gap is 9.4 eV. For the electronic energy, the calculation gives -1590.89858 a.u. Its SMILES is CN(C)C=O.CN(C)C=O.CN(C)C=O.CCCC#N.CCCC#N.CCCC#N.CCCC#N.

Positions of all 84 atoms, in Å:
C (9.9610, 7.8988, 10.6359)
N (10.9680, 8.8245, 11.1772)
C (11.7820, 9.5219, 10.2059)
C (11.1660, 9.0698, 12.4921)
O (11.9193, 9.9363, 12.9083)
H (10.4629, 7.1005, 10.0549)
H (9.3118, 8.4297, 10.0362)
H (9.4296, 7.3611, 11.3988)
H (11.7681, 10.6264, 10.4578)
H (12.7972, 9.1424, 10.3129)
H (11.4294, 9.3755, 9.2333)
H (10.5324, 8.5005, 13.1635)
C (19.4152, 9.8039, 14.1934)
N (19.7450, 10.4360, 15.4502)
C (20.5332, 11.7137, 15.3264)
C (19.1130, 10.1705, 16.6394)
O (19.2322, 10.7682, 17.6795)
H (19.0525, 10.5736, 13.4624)
H (18.6817, 9.0225, 14.3695)
H (20.2934, 9.2510, 13.7137)
H (21.4733, 11.3345, 14.9424)
H (20.1016, 12.4298, 14.5708)
H (20.5994, 12.2182, 16.2868)
H (18.5276, 9.2597, 16.5478)
C (8.8016, 12.1739, 16.5289)
N (9.5548, 12.7150, 15.3981)
C (10.0197, 11.6973, 14.4411)
C (9.7225, 14.0243, 15.2094)
O (10.2556, 14.5265, 14.2378)
H (8.3783, 13.0119, 17.0481)
H (9.4289, 11.5843, 17.1873)
H (7.9512, 11.6300, 16.1138)
H (9.1317, 11.2082, 14.0211)
H (10.7743, 12.0270, 13.7368)
H (10.5501, 10.9044, 14.9837)
H (9.3546, 14.6320, 16.0443)
C (12.0308, 18.5446, 13.1239)
C (12.1697, 17.2987, 12.2476)
C (12.6598, 17.6916, 10.8517)
C (13.7476, 18.6582, 10.8054)
N (14.7251, 19.2127, 10.8060)
H (11.6628, 18.3604, 14.0827)
H (11.3849, 19.3103, 12.7675)
H (13.0259, 19.0554, 13.1730)
H (11.2266, 16.7550, 12.0850)
H (12.8313, 16.7005, 12.7718)
H (11.9240, 18.0852, 10.2299)
H (12.9942, 16.8721, 10.1798)
C (18.3311, 15.4527, 15.2536)
C (19.2657, 15.6679, 14.0322)
C (18.5606, 15.3254, 12.6834)
C (17.1876, 15.8907, 12.6755)
N (16.1072, 16.2669, 12.5388)
H (18.0716, 14.3613, 15.3130)
H (17.4591, 16.0962, 15.3889)
H (18.9961, 15.4901, 16.1261)
H (20.1568, 15.0228, 14.0494)
H (19.6341, 16.6716, 13.8910)
H (18.5381, 14.2594, 12.4800)
H (19.0852, 15.7143, 11.8032)
C (15.3363, 12.9879, 10.6147)
C (16.8431, 13.1135, 10.6353)
C (17.4338, 12.3161, 9.4670)
C (18.9198, 12.2242, 9.4491)
N (20.0742, 12.3972, 9.4321)
H (14.9078, 13.5644, 11.4157)
H (14.9252, 11.9677, 10.7638)
H (14.8842, 13.3534, 9.7016)
H (17.1929, 12.7877, 11.6293)
H (17.1410, 14.1787, 10.5610)
H (17.1347, 12.7223, 8.4800)
H (17.0067, 11.3690, 9.3473)
C (14.1417, 15.3271, 15.6664)
C (14.1941, 13.8357, 15.9910)
C (13.9365, 12.9548, 14.7328)
C (15.2414, 12.5930, 14.1561)
N (16.2735, 12.2537, 13.7602)
H (14.9626, 15.5868, 14.9814)
H (14.1617, 15.8842, 16.6428)
H (13.1273, 15.5958, 15.2146)
H (13.3102, 13.6171, 16.6785)
H (15.0750, 13.5624, 16.5020)
H (13.2338, 13.3897, 13.9897)
H (13.6062, 11.9752, 14.9916)

4.
C4H10Si | the ωB97M-V functional and the def2-TZVPD basis

For the LUMO energy, the calculation gives 0.0344 Ha. For the highest occupied orbital energy, the calculation gives -9.6 eV. The value obtained for the relative energy (zero: lowest compared OMol25 entry of this formula, charge and spin) is 19.6 kcal per mole. As for the total charge: 0. The value obtained for the orbital gap is 10.6 eV. For the electronic energy, the calculation gives -447.80337 a.u. Its SMILES is C/C=C(/C)[SiH3].

Positions of all 15 atoms, in Å:
C (-2.0733, -0.5875, 0.1130)
C (-0.9998, 0.4879, 0.2173)
C (0.2524, 0.2843, -0.1095)
C (1.1741, 1.7676, -0.0738)
Si (1.2406, -1.2737, -0.1959)
H (-2.3069, -0.7591, -0.9908)
H (-1.6930, -1.5252, 0.4527)
H (-3.0314, -0.3917, 0.6961)
H (-1.4794, 1.4099, 0.4351)
H (1.2654, 2.2839, -1.0263)
H (0.5441, 2.3236, 0.5946)
H (2.1592, 1.3450, 0.3908)
H (1.4906, -2.0377, -1.3554)
H (0.7635, -2.2895, 0.6782)
H (2.6940, -1.0379, 0.1738)

5.
C3H4CsLiO4 | the ωB97M-V functional and the def2-TZVPD basis

For the LUMO energy (spin up / spin down), the calculation gives -0.1139 / -0.1142 Ha. For the highest occupied orbital energy (spin up / spin down), the calculation gives -11.2 / -12.0 eV. The value obtained for the relative energy (zero: lowest compared OMol25 entry of this formula, charge and spin) is 8.5 kcal per mole. As for the total charge: +1. As for the spin multiplicity: 2. The value obtained for the orbital gap (spin up / spin down) is 8.1 / 8.9 eV. For the electronic energy, the calculation gives -445.11645 a.u.

Positions of all 13 atoms, in Å:
H (1.6897, -1.4638, -4.9385)
C (2.1444, -0.5437, -4.5623)
C (3.4858, -0.1906, -4.1580)
O (2.3663, -0.3419, -3.2261)
H (4.2541, -0.9585, -4.0376)
H (3.8301, 0.8398, -4.2707)
O (-1.9164, 0.4742, 2.9316)
C (-2.8178, 0.6601, 3.7550)
O (-2.7747, 0.0105, 4.9492)
Cs (0.7191, 0.0059, -0.0529)
H (-2.1409, -0.7168, 4.9246)
Li (-4.9240, 0.9645, 5.1157)
O (-3.9157, 1.2604, 3.5699)

Which value of electronic energy does entry 4 give?
-447.80337 a.u.